1.
F18KN3O12P2S6 as an isolated structure in a non-equilibrium geometry. Source: the OMol25 dataset; level of theory: wB97M-V/def2-TZVPD.

CARTESIAN COORDINATES (ANGSTROEM)
K (-15.94, 1.02, -7.56)
N (-13.38, 0.03, -4.15)
S (-11.84, 0.07, -4.08)
O (-11.12, -0.24, -5.34)
O (-11.20, -0.32, -2.76)
F (-11.75, 1.69, -3.99)
S (-13.55, -1.61, -3.61)
O (-14.30, -1.75, -2.40)
O (-12.61, -2.65, -4.06)
F (-14.69, -1.88, -4.60)
N (-17.55, 0.44, -13.99)
S (-18.72, -0.64, -14.08)
O (-19.79, -0.45, -15.08)
O (-19.18, -1.38, -12.87)
F (-17.77, -1.75, -14.76)
S (-18.38, 1.20, -12.70)
O (-18.08, 0.66, -11.37)
O (-19.69, 1.71, -12.91)
F (-17.50, 2.51, -12.76)
N (-19.66, 1.97, -5.87)
S (-20.62, 2.84, -6.58)
O (-20.76, 4.07, -5.87)
O (-21.61, 2.31, -7.53)
F (-19.38, 3.21, -7.60)
S (-20.94, 0.94, -5.18)
O (-21.20, -0.32, -5.93)
O (-22.13, 1.62, -4.63)
F (-20.12, 0.49, -3.86)
P (-15.77, -4.27, -8.92)
F (-15.59, -3.60, -10.41)
F (-14.80, -5.50, -9.49)
F (-14.35, -3.56, -8.40)
F (-15.86, -4.98, -7.49)
F (-16.58, -3.00, -8.48)
F (-17.09, -5.07, -9.40)
P (-13.43, 5.08, -8.37)
F (-12.79, 6.15, -7.27)
F (-12.61, 5.79, -9.61)
F (-12.25, 4.03, -7.98)
F (-13.91, 4.06, -9.45)
F (-14.34, 4.46, -7.20)
F (-14.70, 6.01, -8.74)

Charge ... -4
Gap between HOMO and LUMO ... 9.033 eV
LUMO energy ... 7.172 eV

2.
C5H8NP as an isolated structure in a non-equilibrium geometry. Source: the OMol25 dataset; level of theory: wB97M-V/def2-TZVPD.

CARTESIAN COORDINATES (ANGSTROEM)
C (-0.39, 1.82, -0.96)
C (-1.59, -0.22, -1.42)
C (-0.79, -0.95, -0.41)
C (0.42, 1.72, 0.17)
C (1.45, -0.76, 1.60)
N (-0.97, 1.09, -1.75)
P (0.58, -0.12, 0.15)
H (-1.84, -0.57, -2.42)
H (-2.53, -0.07, -0.87)
H (-1.30, -1.57, 0.29)
H (0.25, 2.29, 1.02)
H (0.85, -1.35, 2.25)
H (1.82, 0.17, 2.06)
H (2.39, -1.32, 1.16)
H (1.64, -0.16, -0.87)

Charge ... 0
Energy relative to the best compared isomer or geometry (same formula, charge and spin) ... 97.33 kcal/mol
Gap between HOMO and LUMO (spin up / spin down) ... 7.390 / 7.392 eV
LUMO energy (spin up / spin down) ... 0.021 / 0.022 eV

3.
A 5-piece molecular cluster, C14H41N7O5 overall in a non-equilibrium geometry. Source: the OMol25 dataset; level of theory: wB97M-V/def2-TZVPD.

CARTESIAN COORDINATES (ANGSTROEM)
C (-15.56, 25.07, 14.81)
O (-15.20, 24.28, 15.66)
N (-15.24, 26.40, 14.75)
N (-16.41, 24.75, 13.77)
H (-14.80, 26.76, 15.58)
H (-15.54, 26.98, 13.98)
H (-16.65, 25.44, 13.07)
H (-16.70, 23.80, 13.63)
C (-16.53, 27.47, 11.04)
O (-16.88, 27.01, 12.14)
N (-15.23, 27.74, 10.74)
N (-17.40, 27.79, 10.06)
H (-14.48, 27.43, 11.33)
H (-15.09, 28.04, 9.79)
H (-18.39, 27.81, 10.32)
H (-17.11, 28.20, 9.18)
C (-21.62, 29.30, 12.72)
C (-20.56, 28.21, 12.76)
C (-20.62, 27.34, 11.51)
O (-20.20, 28.02, 10.35)
C (-20.48, 27.37, 9.14)
N (-19.26, 28.86, 13.00)
H (-22.60, 28.85, 12.55)
H (-21.49, 29.94, 11.85)
H (-21.59, 29.95, 13.60)
H (-20.77, 27.52, 13.58)
H (-21.66, 27.00, 11.39)
H (-20.03, 26.44, 11.73)
H (-21.54, 27.12, 9.05)
H (-19.83, 26.50, 8.98)
H (-20.26, 28.02, 8.28)
H (-19.18, 29.61, 12.32)
H (-18.51, 28.21, 12.80)
C (-12.34, 24.87, 10.34)
C (-11.27, 25.58, 11.16)
C (-11.82, 26.13, 12.46)
O (-12.69, 27.23, 12.33)
C (-12.07, 28.47, 12.12)
N (-10.11, 24.71, 11.32)
H (-11.99, 24.50, 9.37)
H (-13.16, 25.56, 10.15)
H (-12.76, 23.98, 10.83)
H (-10.94, 26.40, 10.50)
H (-11.04, 26.34, 13.20)
H (-12.44, 25.35, 12.91)
H (-11.33, 28.42, 11.32)
H (-11.56, 28.84, 13.02)
H (-12.79, 29.25, 11.88)
H (-9.87, 24.27, 10.44)
H (-9.25, 25.16, 11.60)
C (-17.07, 26.39, 5.91)
C (-16.26, 27.13, 6.98)
C (-14.83, 27.24, 6.54)
O (-14.05, 27.82, 7.55)
C (-12.65, 27.66, 7.36)
N (-16.88, 28.47, 7.22)
H (-17.02, 26.87, 4.94)
H (-18.12, 26.24, 6.16)
H (-16.68, 25.37, 5.86)
H (-16.27, 26.57, 7.92)
H (-14.73, 27.83, 5.61)
H (-14.42, 26.25, 6.31)
H (-12.46, 26.59, 7.45)
H (-12.10, 28.13, 8.17)
H (-12.33, 28.01, 6.38)
H (-17.53, 28.60, 6.46)
H (-16.11, 29.13, 7.14)

Structure (SMILES) ... COC[C@H](C)N.COC[C@H](C)N.COC[C@H](C)N.NC(N)=O.NC(N)=O
Charge ... 0
Energy relative to the best compared isomer or geometry (same formula, charge and spin) ... 0.00 kcal/mol
Gap between HOMO and LUMO ... 9.231 eV
LUMO energy ... 0.403 eV

4.
A 2-piece molecular cluster, C6H10O2S2 overall in a non-equilibrium geometry. Source: the OMol25 dataset; level of theory: wB97M-V/def2-TZVPD.

CARTESIAN COORDINATES (ANGSTROEM)
C (3.44, 0.86, -0.19)
C (-1.07, -0.37, 1.79)
C (-1.17, 0.92, 0.99)
C (-0.51, -1.41, 0.94)
C (1.38, 0.46, -0.24)
C (1.30, 0.38, -1.78)
O (4.14, 0.86, 0.74)
O (1.73, -2.13, -0.28)
S (0.40, 1.69, 0.57)
S (1.38, -1.15, 0.71)
H (3.88, 0.55, -1.26)
H (-0.37, -0.46, 2.70)
H (-1.97, -0.88, 2.08)
H (-1.80, 0.80, 0.19)
H (-1.55, 1.78, 1.59)
H (-0.60, -2.42, 1.40)
H (-0.97, -1.45, -0.08)
H (2.00, -0.45, -2.05)
H (1.69, 1.27, -2.26)
H (0.28, 0.11, -2.24)

Charge ... 0
Energy relative to the best compared isomer or geometry (same formula, charge and spin) ... 90.72 kcal/mol
Gap between HOMO and LUMO ... 8.823 eV
LUMO energy ... 0.121 eV

5.
A 10-piece molecular cluster, C34H90F6N4O18P overall in a non-equilibrium geometry. Source: the OMol25 dataset; level of theory: wB97M-V/def2-TZVPD.

CARTESIAN COORDINATES (ANGSTROEM)
P (1.25, -7.18, -19.92)
F (1.59, -7.09, -21.57)
F (2.33, -6.00, -19.66)
F (0.17, -6.04, -20.25)
F (0.89, -7.25, -18.30)
F (0.19, -8.36, -20.26)
F (2.33, -8.33, -19.65)
C (4.26, -6.66, -17.52)
O (5.50, -7.16, -16.98)
C (6.63, -6.64, -17.75)
C (8.02, -7.10, -17.41)
N (8.15, -6.71, -15.99)
C (8.90, -7.66, -15.20)
C (8.77, -7.57, -13.72)
O (7.52, -8.11, -13.30)
C (7.34, -8.47, -11.92)
H (3.40, -7.15, -17.06)
H (4.16, -6.95, -18.57)
H (4.22, -5.57, -17.46)
H (6.70, -5.56, -17.69)
H (6.69, -6.91, -18.81)
H (8.78, -6.74, -18.09)
H (8.02, -8.19, -17.53)
H (7.22, -6.93, -15.66)
H (9.91, -7.47, -15.57)
H (8.65, -8.67, -15.52)
H (8.99, -6.59, -13.27)
H (9.46, -8.21, -13.17)
H (8.21, -9.01, -11.53)
H (6.44, -9.07, -11.81)
H (7.13, -7.67, -11.22)
C (-3.90, -8.78, -19.75)
O (-4.22, -7.52, -20.37)
C (-3.28, -6.45, -20.21)
C (-3.77, -5.19, -20.90)
N (-4.60, -4.45, -20.03)
C (-5.47, -3.54, -20.83)
C (-4.74, -2.49, -21.76)
O (-4.14, -3.23, -22.87)
C (-3.12, -2.54, -23.56)
H (-4.73, -9.49, -19.80)
H (-3.70, -8.79, -18.68)
H (-3.05, -9.26, -20.24)
H (-2.26, -6.66, -20.52)
H (-3.15, -6.29, -19.14)
H (-4.29, -5.48, -21.81)
H (-2.84, -4.66, -21.11)
H (-5.19, -5.21, -19.75)
H (-6.06, -2.96, -20.12)
H (-6.28, -4.02, -21.37)
H (-3.97, -2.01, -21.15)
H (-5.47, -1.76, -22.11)
H (-2.95, -3.10, -24.48)
H (-2.14, -2.49, -23.08)
H (-3.40, -1.54, -23.86)
C (-4.33, -7.59, -12.40)
O (-2.95, -7.94, -12.32)
C (-2.53, -8.25, -11.00)
C (-1.06, -8.09, -10.88)
N (-0.38, -9.21, -11.61)
C (1.03, -9.08, -11.74)
C (1.50, -8.03, -12.70)
O (0.97, -8.30, -13.98)
C (1.58, -7.57, -14.97)
H (-4.54, -7.51, -13.47)
H (-4.64, -6.66, -11.93)
H (-5.02, -8.31, -11.95)
H (-2.93, -9.24, -10.77)
H (-2.94, -7.48, -10.34)
H (-0.77, -8.06, -9.83)
H (-0.78, -7.13, -11.31)
H (-0.73, -9.16, -12.56)
H (1.48, -10.03, -12.02)
H (1.45, -8.82, -10.76)
H (2.58, -8.13, -12.73)
H (1.26, -7.06, -12.26)
H (1.31, -6.52, -14.82)
H (1.31, -7.96, -15.95)
H (2.65, -7.66, -14.77)
C (-6.32, -7.77, -26.60)
O (-5.19, -7.65, -25.80)
C (-4.82, -6.38, -25.29)
C (-3.59, -6.45, -24.37)
N (-2.42, -6.80, -25.18)
C (-1.19, -6.89, -24.35)
C (-1.16, -7.99, -23.29)
O (-1.71, -9.20, -23.80)
C (-1.41, -10.40, -22.99)
H (-7.21, -7.38, -26.11)
H (-6.57, -8.78, -26.91)
H (-6.10, -7.27, -27.54)
H (-5.67, -5.89, -24.80)
H (-4.61, -5.76, -26.16)
H (-3.76, -7.16, -23.56)
H (-3.52, -5.49, -23.85)
H (-2.75, -7.67, -25.60)
H (-1.14, -5.92, -23.86)
H (-0.31, -7.08, -24.97)
H (-1.65, -7.57, -22.41)
H (-0.16, -8.23, -22.93)
H (-1.67, -11.32, -23.51)
H (-1.93, -10.33, -22.04)
H (-0.33, -10.46, -22.83)
C (-0.43, -2.41, -18.49)
C (-1.63, -3.16, -19.26)
O (-2.81, -2.65, -18.66)
O (-0.47, -1.08, -18.72)
H (0.57, -2.82, -18.68)
H (-0.56, -2.40, -17.41)
H (-1.50, -4.23, -19.13)
H (-1.77, -2.87, -20.30)
H (-3.56, -3.08, -19.08)
H (-1.36, -0.76, -18.58)
C (-0.84, -11.92, -19.52)
C (0.72, -11.68, -19.69)
O (1.37, -12.91, -19.55)
O (-1.39, -12.64, -20.63)
H (-1.31, -10.94, -19.38)
H (-1.09, -12.44, -18.60)
H (1.11, -10.92, -19.01)
H (0.85, -11.35, -20.72)
H (0.89, -13.60, -20.03)
H (-0.90, -13.47, -20.57)
C (4.60, -10.22, -18.91)
C (4.39, -11.64, -18.37)
O (5.63, -12.16, -17.80)
O (4.93, -10.28, -20.24)
H (5.37, -9.66, -18.39)
H (3.61, -9.78, -18.77)
H (3.92, -12.29, -19.11)
H (3.57, -11.62, -17.64)
H (5.48, -13.10, -17.64)
H (4.17, -10.18, -20.81)
C (2.52, -2.11, -22.62)
C (2.04, -3.14, -21.47)
O (1.09, -4.01, -22.04)
O (3.52, -1.25, -22.15)
H (1.69, -1.56, -23.06)
H (2.92, -2.67, -23.46)
H (1.82, -2.54, -20.58)
H (2.91, -3.74, -21.22)
H (0.92, -4.78, -21.49)
H (4.20, -1.14, -22.81)
C (3.50, -8.98, -24.39)
C (2.51, -9.79, -23.58)
O (2.90, -9.69, -22.14)
O (4.77, -9.64, -24.59)
H (3.72, -7.99, -24.00)
H (3.08, -8.82, -25.39)
H (2.57, -10.84, -23.88)
H (1.47, -9.47, -23.68)
H (2.36, -8.95, -21.84)
H (5.16, -9.85, -23.74)

Charge ... 0
Multiplicity ... 2
⟨S²⟩ ... 0.7548
Gap between HOMO and LUMO (spin up / spin down) ... 7.981 / 2.614 eV
LUMO energy (spin up / spin down) ... -0.330 / -5.697 eV

6.
A 2-piece molecular cluster, C35H40N3O overall in a non-equilibrium geometry. Source: the OMol25 dataset; level of theory: wB97M-V/def2-TZVPD.

CARTESIAN COORDINATES (ANGSTROEM)
C (2.57, 1.55, 1.64)
C (1.47, 2.19, 2.42)
C (1.17, 3.64, 2.20)
C (0.98, 1.53, 3.53)
N (0.08, 2.08, 4.45)
C (0.13, 1.44, 5.78)
C (-0.78, 2.19, 6.74)
O (-2.10, 2.27, 6.19)
C (-2.11, 3.03, 4.99)
C (-1.26, 2.36, 3.91)
H (2.93, 2.25, 0.87)
H (3.41, 1.26, 2.28)
H (2.24, 0.65, 1.11)
H (1.99, 4.06, 1.60)
H (0.25, 3.84, 1.64)
H (1.13, 4.20, 3.16)
H (1.40, 0.57, 3.85)
H (-0.20, 0.39, 5.74)
H (1.16, 1.47, 6.16)
H (-0.91, 1.64, 7.68)
H (-0.37, 3.20, 6.93)
H (-3.16, 3.06, 4.66)
H (-1.74, 4.06, 5.16)
H (-1.17, 3.01, 3.03)
H (-1.77, 1.42, 3.60)
C (1.26, 3.77, -5.08)
N (-0.04, 3.36, -4.55)
C (-1.06, 3.13, -5.52)
C (-0.88, 2.11, -6.48)
C (-1.83, 1.92, -7.49)
C (-2.93, 2.77, -7.58)
C (-3.11, 3.79, -6.64)
C (-2.18, 3.97, -5.61)
C (-0.03, 2.67, -3.32)
C (-0.92, 3.01, -2.27)
C (-0.88, 2.33, -1.07)
C (-0.08, 1.16, -0.90)
C (-0.14, 0.46, 0.34)
C (0.15, -0.91, 0.55)
C (0.07, -1.47, 1.86)
C (0.45, -2.77, 2.11)
C (0.86, -3.63, 1.07)
N (1.27, -4.96, 1.34)
C (2.72, -5.17, 1.38)
C (0.48, -6.05, 0.88)
C (0.65, -6.59, -0.40)
C (-0.16, -7.65, -0.83)
C (-1.09, -8.22, 0.05)
C (-1.24, -7.71, 1.34)
C (-0.45, -6.63, 1.76)
C (0.87, -3.13, -0.24)
C (0.52, -1.82, -0.50)
C (0.84, 0.87, -1.96)
C (0.88, 1.62, -3.12)
H (1.90, 4.06, -4.23)
H (1.74, 2.96, -5.64)
H (1.11, 4.64, -5.73)
H (0.00, 1.47, -6.42)
H (-1.69, 1.12, -8.22)
H (-3.67, 2.64, -8.38)
H (-3.98, 4.46, -6.70)
H (-2.29, 4.78, -4.88)
H (-1.61, 3.84, -2.44)
H (-1.51, 2.66, -0.24)
H (-0.60, 0.99, 1.18)
H (-0.32, -0.85, 2.67)
H (0.40, -3.20, 3.12)
H (2.92, -6.19, 1.75)
H (3.18, -5.04, 0.39)
H (3.15, -4.44, 2.07)
H (1.41, -6.17, -1.07)
H (-0.05, -8.04, -1.84)
H (-1.71, -9.06, -0.28)
H (-1.95, -8.16, 2.04)
H (-0.53, -6.24, 2.78)
H (1.12, -3.81, -1.06)
H (0.51, -1.47, -1.53)
H (1.54, 0.05, -1.84)
H (1.57, 1.36, -3.92)

Charge ... +1
Energy relative to the best compared isomer or geometry (same formula, charge and spin) ... 59.70 kcal/mol
Gap between HOMO and LUMO ... 4.911 eV
LUMO energy ... -5.247 eV

7.
C31H48O3P2Rh as an isolated structure in a non-equilibrium geometry. Source: the OMol25 dataset; level of theory: wB97M-V/def2-TZVPD.

CARTESIAN COORDINATES (ANGSTROEM)
Rh (3.77, -0.83, -0.30)
C (0.51, -0.81, -0.56)
C (1.30, -1.38, -1.57)
C (2.18, -2.01, 0.51)
C (1.08, -1.10, 0.70)
C (2.36, -2.17, -0.96)
C (-0.80, -0.13, -0.75)
H (-1.09, -0.05, -1.80)
H (-0.82, 0.88, -0.32)
H (-1.63, -0.66, -0.24)
C (0.52, -0.73, 2.02)
H (-0.04, 0.21, 2.01)
H (1.32, -0.63, 2.75)
H (-0.18, -1.49, 2.40)
C (2.76, -2.91, 1.55)
H (1.98, -3.27, 2.22)
H (3.48, -2.34, 2.15)
H (3.26, -3.77, 1.11)
C (3.03, -3.34, -1.58)
H (2.60, -4.29, -1.23)
H (4.10, -3.35, -1.34)
H (2.92, -3.30, -2.67)
C (0.96, -1.40, -3.01)
H (0.14, -2.11, -3.22)
H (1.81, -1.68, -3.63)
H (0.61, -0.42, -3.34)
C (-0.66, 3.74, 0.46)
C (-1.43, 3.43, -0.59)
C (-1.00, 3.31, -2.01)
C (0.08, 4.34, -2.49)
C (1.43, 3.82, -2.63)
C (2.12, 3.00, -1.69)
C (1.57, 2.80, -0.26)
C (0.83, 3.99, 0.39)
H (-1.90, 3.42, -2.64)
H (0.08, 5.23, -1.84)
H (-0.65, 2.28, -2.20)
H (1.08, 4.96, -0.08)
H (-1.08, 3.77, 1.47)
H (-2.48, 3.19, -0.41)
H (1.18, 4.07, 1.43)
H (0.91, 1.91, -0.27)
H (2.28, 1.99, -2.14)
H (2.37, 2.50, 0.43)
H (-0.21, 4.67, -3.50)
H (1.85, 3.81, -3.64)
P (4.12, 3.16, -1.52)
P (5.70, -0.62, -0.90)
C (5.50, 2.04, -1.94)
C (6.16, 1.18, -0.84)
H (6.28, 2.68, -2.39)
H (5.09, 1.42, -2.76)
H (7.25, 1.24, -0.95)
H (5.90, 1.51, 0.18)
C (6.97, -1.47, 0.11)
H (6.59, -2.48, 0.32)
H (7.09, -0.94, 1.06)
H (7.95, -1.55, -0.38)
C (6.00, -1.07, -2.66)
H (7.07, -1.18, -2.88)
H (5.58, -0.30, -3.32)
H (5.48, -2.02, -2.85)
C (4.45, 4.04, 0.03)
H (3.53, 4.43, 0.48)
H (5.12, 4.88, -0.18)
H (4.95, 3.37, 0.75)
C (4.36, 4.51, -2.75)
H (4.89, 4.13, -3.63)
H (4.94, 5.34, -2.31)
H (3.40, 4.92, -3.08)
O (-4.23, -0.85, 2.54)
C (-5.01, 0.20, 2.90)
C (-6.27, 0.10, 3.54)
C (-6.97, 1.27, 3.82)
C (-6.43, 2.52, 3.49)
C (-5.18, 2.61, 2.86)
C (-4.49, 1.44, 2.56)
C (-3.18, 1.35, 1.79)
O (-2.13, 1.49, 2.48)
O (-3.32, 1.15, 0.57)
H (-4.67, -1.68, 2.83)
H (-6.67, -0.88, 3.79)
H (-7.95, 1.21, 4.30)
H (-6.98, 3.43, 3.73)
H (-4.73, 3.57, 2.59)

Charge ... +1
Multiplicity ... 5
Energy relative to the best compared isomer or geometry (same formula, charge and spin) ... 49.86 kcal/mol
⟨S²⟩ ... 6.0283
Gap between HOMO and LUMO (spin up / spin down) ... 4.620 / 2.815 eV
LUMO energy (spin up / spin down) ... -3.560 / -5.364 eV